Entry from the OMol25 dataset: a structure of composition C36H56BBrGeN9O3PbSi3 (ωB97M-V/def2-TZVPD).

Computed properties:
<S²>	0.76
HOMO (alpha / beta)	-7.08 / -7.55	eV
HOMO-LUMO gap (alpha / beta)	7.49 / 5.96	eV
electronic energy	-213913.802	eV

```
! wB97M-V def2-TZVPD RIJCOSX def2/J DEFGRID3
* xyz 0 2
Pb -0.1617 -0.1540 0.6699
C -2.4212 -4.0089 -1.0316
C -2.1195 -2.6463 -1.1100
N -1.7112 -2.1962 0.0713
N -1.7448 -3.2356 0.9265
C -2.1619 -4.3391 0.2860
B -1.4153 -3.0460 2.4372
N 0.0851 -2.8171 2.6657
C 0.9465 -3.6722 3.2422
C 2.1949 -3.0852 3.2690
C 2.0061 -1.8426 2.6653
N 0.7336 -1.6882 2.3155
N -2.2032 -1.7971 2.8804
C -3.3396 -1.7620 3.5973
C -3.8626 -0.4861 3.5229
C -2.9619 0.2064 2.7086
N -1.9692 -0.5938 2.3347
H -2.7614 -4.6584 -1.8199
H -2.1754 -1.9738 -1.9510
H -2.2806 -5.2764 0.8046
H -1.7688 -4.0082 3.0505
H 0.6258 -4.6446 3.5765
H 3.1094 -3.4934 3.6609
H 2.7340 -1.0779 2.4478
H -3.6949 -2.6449 4.1022
H -4.7655 -0.1170 3.9775
H -2.9733 1.2355 2.3872
O 4.2161 -1.7706 -0.1185
C 3.8956 -3.0765 -0.0619
C 4.8427 -3.9998 0.3834
C 4.5137 -5.3386 0.4964
C 3.2387 -5.7870 0.1728
C 2.3004 -4.8725 -0.2792
C 2.6168 -3.5268 -0.4195
C 1.5239 -2.5386 -0.7836
O 1.7348 -1.2853 -0.3017
N 1.3635 -2.4872 -2.2820
N 0.5701 -1.5493 -2.7374
C 0.0633 -1.5885 -3.9140
C -0.7784 -0.5092 -4.3931
Br -0.8474 1.0498 -3.2816
C -1.4796 -0.4816 -5.5327
C -1.6108 -1.6360 -6.4418
C -1.3795 -1.4831 -7.8090
C -1.4987 -2.5618 -8.6708
C -1.8702 -3.8066 -8.1837
C -2.1282 -3.9654 -6.8300
C -2.0003 -2.8892 -5.9659
H 3.3378 -1.2959 -0.2212
H 5.8292 -3.6427 0.6523
H 5.2548 -6.0432 0.8540
H 2.9768 -6.8309 0.2897
H 1.2915 -5.1987 -0.5160
H 0.5954 -2.9952 -0.4131
H 1.4113 -3.3674 -2.7886
H 0.2426 -2.4103 -4.6094
H -1.9669 0.4380 -5.8330
H -1.0882 -0.5112 -8.1889
H -1.2993 -2.4306 -9.7267
H -1.9647 -4.6502 -8.8550
H -2.4374 -4.9283 -6.4432
H -2.2241 -3.0101 -4.9129
C -3.6637 0.9493 -0.9171
C -2.8804 2.1719 -0.5040
N -3.3448 3.3418 -0.9944
O -1.8962 2.1234 0.2278
H -4.7313 1.1661 -0.9418
H -3.4662 0.1228 -0.2373
H -3.3447 0.6595 -1.9214
H -4.0953 3.3658 -1.6594
H -2.8134 4.1802 -0.8297
C -1.1595 2.0295 5.0084
Si -0.8498 3.3630 3.6870
C -0.1224 4.8693 4.5840
C -2.5011 3.9988 2.9920
Ge 0.7154 2.4144 2.0860
Si 2.6994 1.8863 3.4429
C 4.1022 1.2747 2.3155
C 2.2307 0.6034 4.7661
C 3.4012 3.3541 4.4275
Si 1.4254 4.0004 0.4001
C 0.0454 4.7418 -0.6633
C 2.2826 5.4264 1.3139
C 2.6814 3.1858 -0.7543
H -2.1908 2.0362 5.3659
H -0.5039 2.1784 5.8693
H -0.9541 1.0358 4.6074
H -0.8285 5.2461 5.3282
H 0.0890 5.6844 3.8877
H 0.8062 4.6346 5.1022
H -3.2960 3.9200 3.7366
H -2.8076 3.4395 2.1081
H -2.4185 5.0476 2.6976
H 3.7151 0.8722 1.3763
H 4.6950 0.4914 2.7926
H 4.7776 2.0964 2.0683
H 1.3187 0.0698 4.4981
H 2.0705 1.0948 5.7277
H 3.0201 -0.1394 4.8994
H 3.7228 4.1702 3.7783
H 4.2675 3.0255 5.0073
H 2.6709 3.7527 5.1304
H -0.7034 5.2362 -0.0385
H -0.4362 3.9542 -1.2467
H 0.4434 5.4822 -1.3602
H 1.6213 5.8881 2.0502
H 2.6090 6.2042 0.6194
H 3.1643 5.0624 1.8447
H 2.2464 2.3060 -1.2362
H 3.5649 2.8611 -0.2016
H 3.0079 3.8707 -1.5401
*
```